[1]
# C41H68BGeN5O9RuSbSi2

A structure of composition C41H68BGeN5O9RuSbSi2 (ωB97M-V with the def2-TZVPD basis set, OMol25).

The value obtained for the LUMO energy (alpha / beta) is 3.830 / 3.830 eV. The calculation puts the orbital gap (alpha / beta) at 4.9 / 5.0 eV. For the HOMO energy (alpha / beta), the calculation gives -1.094 / -1.218 eV. Its spin multiplicity is 2. Its net charge is -2.

```
129
Properties=species:S:1:pos:R:3:forces:R:3
Sb 1.936 1.993 2.141 -0.1166 0.1896 -0.6633
Ru -0.549 1.346 0.353 0.6977 0.4369 0.1718
Ge -1.767 -3.027 2.855 0.0617 0.1356 0.1030
Si -2.219 0.555 -2.440 -0.1154 -0.0849 0.0362
Si -2.036 1.934 3.410 0.0112 0.0137 -0.0349
O -2.094 -2.445 -0.317 0.0257 -0.0091 0.0638
O 2.269 -1.561 -1.631 -0.0966 -0.1081 0.0250
O -0.388 2.958 -0.997 -0.1796 0.0430 0.5398
O 3.427 -1.612 -3.434 -0.0378 -0.0805 -0.0950
O 0.165 -2.794 -0.122 0.0562 0.1688 -0.0315
O 3.885 4.107 -5.330 -0.0101 0.0523 -0.0370
O 0.653 4.652 -1.946 -0.0292 0.0164 -0.0678
O 1.175 0.755 -0.871 -0.1370 -0.4912 -0.2785
O 4.718 2.179 -5.784 0.0335 -0.0357 -0.0544
N 0.613 3.414 -1.704 0.1052 -0.1110 -0.0858
N -1.985 1.905 1.698 -0.3301 0.2187 -0.0315
N 3.972 2.904 -5.137 -0.0515 -0.0365 0.1446
N 2.751 -1.006 -2.600 0.1039 0.1987 0.1051
N -2.238 1.036 -0.778 -0.0161 -0.1759 -0.1322
C -1.661 -4.566 -3.294 -0.0165 0.0214 0.0174
C 2.276 3.131 -3.368 -0.0529 -0.0616 0.0425
C -0.931 -1.541 1.842 -0.2438 -0.2904 -0.1319
C -5.110 3.730 0.703 0.0196 -0.0055 0.0106
C -0.032 -5.142 -5.703 0.0018 0.0249 -0.0167
C -0.298 -3.448 -1.226 -0.0121 -0.0332 0.0028
C 0.460 -5.529 -4.302 0.0154 -0.0009 0.0140
C -0.699 -0.458 -2.871 0.0159 -0.0831 0.0580
C 1.887 2.574 5.213 -0.0275 -0.0135 -0.0070
C 3.899 0.200 0.547 -0.0205 0.0269 -0.0253
C 3.806 4.257 0.912 0.0207 -0.0572 -0.0132
C -4.009 3.327 1.459 -0.0197 0.0189 -0.0149
C 2.415 3.643 0.821 0.1033 -0.0010 0.0944
C 3.161 2.317 -4.086 0.0937 0.0787 -0.1337
C 0.191 -7.023 -4.072 -0.0106 0.0017 -0.0165
C -2.383 -3.833 -2.352 0.0219 0.0219 -0.0740
C -0.273 -4.722 -3.228 0.0088 -0.0372 0.0420
C -2.299 2.011 -3.647 0.0236 0.0064 -0.0473
C -3.096 2.388 0.990 0.0577 -0.1449 0.0534
C -5.288 3.191 -0.558 -0.0189 -0.0007 -0.0242
C -3.236 1.882 -0.332 -0.0075 -0.0235 -0.0469
C 1.502 2.572 -2.367 -0.0258 -0.0717 -0.0672
C 1.681 1.182 -1.936 0.0220 0.4240 0.2690
C -1.666 -3.264 -1.327 0.0173 0.0375 -0.0314
C 2.601 3.047 3.948 -0.1098 -0.1545 0.2598
C 0.424 -4.157 -2.154 -0.0059 0.0485 -0.0719
C 3.701 0.744 1.954 0.0298 -0.0189 0.0562
C 3.593 -0.395 2.967 -0.0060 -0.0170 0.0046
C 1.336 4.707 1.009 -0.0009 0.0467 0.0478
C -1.362 -3.005 4.776 0.0221 -0.0108 0.0452
C -3.701 -2.904 2.594 -0.0465 -0.0115 0.0000
C 2.552 0.415 -2.789 0.1421 -0.1179 -0.0321
C -1.507 3.582 4.180 0.0310 0.0224 -0.0084
C 4.107 3.014 4.192 -0.0080 0.0333 0.0112
C -1.007 0.596 4.264 0.0813 0.0296 -0.0093
C -3.698 -0.577 -2.839 -0.0155 0.0397 0.0281
C 3.284 0.978 -3.835 -0.0537 -0.0142 0.0581
C 1.972 -5.288 -4.255 -0.0058 -0.0015 -0.0054
C -3.752 1.516 4.091 -0.0328 0.0286 0.0190
C -4.357 2.289 -1.067 0.0404 -0.0161 0.0487
C -1.100 -4.743 2.172 0.0196 -0.0227 -0.0227
B -0.940 -2.141 0.424 0.0292 -0.0724 0.0174
H -4.610 -0.022 -3.061 -0.0450 0.0183 0.0165
H 2.449 -5.800 -5.095 -0.0043 -0.0054 0.0048
H -2.208 -5.003 -4.119 0.0030 -0.0162 0.0020
H -3.733 1.559 5.185 0.0271 -0.0187 0.0031
H -4.000 -3.474 1.714 0.0002 0.0092 -0.0084
H -0.987 -1.408 -3.325 -0.0530 -0.0498 -0.0599
H -2.219 4.380 3.961 -0.0252 -0.0070 -0.0310
H -0.878 -7.238 -4.125 -0.0003 -0.0030 -0.0040
H 3.943 4.803 1.849 0.0044 -0.0065 0.0388
H 4.698 3.310 3.327 -0.0087 0.0346 -0.0368
H 0.548 -5.676 -6.460 -0.0036 -0.0014 -0.0018
H 4.778 -0.457 0.520 0.0070 0.0081 -0.0095
H -0.026 -4.688 1.991 0.0082 -0.0142 0.0280
H 0.806 2.634 5.118 -0.0290 -0.0190 0.0036
H -0.321 -2.737 4.957 0.0036 0.0000 -0.0046
H -1.295 -5.533 2.900 -0.0091 -0.0220 -0.0246
H 1.436 5.482 0.245 -0.0040 -0.0123 0.0314
H -0.080 0.074 -3.598 -0.0080 -0.0011 0.0143
H -0.076 0.335 3.765 0.0437 0.0415 0.0051
H -1.994 -2.299 5.314 -0.0018 0.0075 -0.0057
H -5.796 4.472 1.095 -0.0049 -0.0006 -0.0026
H 2.415 -5.679 -3.338 -0.0004 0.0005 0.0109
H -1.582 -5.010 1.230 -0.0039 0.0231 -0.0095
H -0.074 -0.669 -2.004 -0.0759 -0.0865 -0.0322
H -1.412 3.500 5.268 -0.0119 0.0207 -0.0019
H -1.581 -0.675 1.980 0.0437 0.0317 -0.1160
H -0.770 0.920 5.281 -0.0046 0.0145 0.0492
H 0.078 -1.330 2.193 -0.0111 0.0003 0.0208
H 1.428 5.183 1.992 0.0064 0.0028 0.0374
H 0.704 -7.627 -4.826 -0.0010 -0.0011 -0.0009
H -1.540 -4.006 5.178 0.0035 0.0102 0.0278
H -1.606 -0.312 4.348 0.0116 0.0120 -0.0314
H 3.936 4.978 0.098 0.0057 0.0034 0.0045
H -3.984 -1.864 2.427 -0.0113 0.0029 0.0222
H -0.541 3.899 3.776 -0.0039 0.0076 -0.0079
H 3.470 -0.036 3.993 -0.0072 0.0052 -0.0042
H -4.242 -3.281 3.464 -0.0077 -0.0132 -0.0077
H -3.449 -3.675 -2.449 0.0050 -0.0110 0.0068
H 0.086 -4.070 -5.871 0.0137 0.0001 0.0053
H 2.142 1.536 5.446 -0.0116 -0.0106 -0.0096
H 2.310 3.193 -0.164 -0.0105 0.0298 0.0345
H 4.363 3.689 5.019 0.0031 -0.0056 -0.0018
H -4.008 0.492 3.803 0.0018 0.0018 -0.0090
H 2.736 -1.035 2.737 0.0020 0.0001 -0.0119
H 4.553 1.376 2.214 -0.0091 -0.0046 0.0268
H 4.487 -1.028 2.939 0.0019 0.0004 -0.0044
H 4.058 1.000 -0.181 -0.0067 0.0106 0.0025
H -6.130 3.492 -1.172 0.0007 0.0003 0.0012
H -1.942 2.917 -3.153 0.0058 0.0126 0.0130
H 0.547 -7.327 -3.085 0.0031 -0.0003 0.0016
H 4.430 2.013 4.487 0.0083 0.0000 -0.0146
H -4.495 1.920 -2.073 -0.0298 -0.0336 -0.0531
H -1.082 -5.393 -5.854 -0.0052 0.0052 0.0087
H -1.662 1.827 -4.517 -0.0063 -0.0128 0.0020
H -3.903 -1.232 -1.988 0.0202 0.0109 -0.0098
H -3.313 2.196 -4.009 0.0017 0.0320 -0.0027
H 2.183 3.184 6.076 0.0177 -0.0021 -0.0053
H 2.288 4.075 3.750 0.0434 0.0379 -0.0585
H -3.469 -1.203 -3.707 0.0181 0.0080 -0.0021
H 4.604 3.515 0.825 -0.0050 -0.0090 0.0129
H 3.947 0.360 -4.416 -0.0057 0.0043 -0.0034
H -4.547 2.165 3.732 -0.0314 0.0036 0.0268
H 3.037 -0.374 0.208 0.0156 -0.0021 0.0362
H 2.214 -4.226 -4.317 0.0090 0.0014 -0.0073
H 2.168 4.180 -3.587 -0.0020 -0.0053 -0.0125
H 1.499 -4.199 -2.063 0.0085 -0.0117 0.0067
H -3.849 3.784 2.428 0.0174 0.0058 0.0309
H 0.329 4.297 0.910 0.0425 -0.0020 -0.0071
```
Positions in Å, forces in eV/Å.

Here are the Mulliken charges for atoms 1 to 99, given in e: -1.989, 2.408, 1.177, 0.064, -0.175, -0.363, -0.537, -0.373, -0.836, -0.837, -0.685, -0.880, 0.747, -0.703, 0.557, 1.198, 1.053, 1.338, 1.054, -0.358, -0.629, 1.219, -1.028, -1.712, 0.402, 2.072, 0.473, -1.027, -1.023, -1.785, -0.519, 2.051, -1.211, -1.734, -1.952, 0.575, -1.449, 0.199, -1.112, 0.855, -1.285, 1.878, 0.928, 0.608, -0.733, 0.524, -1.426, -1.827, -1.468, -1.317, -1.023, -0.957, -1.633, 0.099, -1.171, -0.161, -2.033, -1.273, -0.670, -1.424, -0.030, 0.577, 0.442, 0.274, 0.366, 0.383, 0.482, 0.392, 0.340, 0.292, 0.298, 0.455, 0.539, 0.313, -0.107, 0.379, 0.499, 0.379, 0.630, -0.232, 0.393, 0.346, 0.329, 0.371, -1.397, 0.331, -0.710, 0.576, -0.281, 0.358, 0.453, 0.440, -0.390, 0.459, 0.320, 0.036, 0.316, 0.431, 0.490

=====

[2]
# C24H26N4SiV

A structure of composition C24H26N4SiV in a non-equilibrium geometry (ωB97M-V with the def2-TZVPD basis set, OMol25).

The value obtained for the LUMO energy (alpha / beta) is -4.040 / -3.933 eV. The calculation puts the orbital gap (alpha / beta) at 6.1 / 6.2 eV. For the HOMO energy (alpha / beta), the calculation gives -10.108 / -10.127 eV. Its spin multiplicity is 3. Its net charge is +1.

```
56
Properties=species:S:1:pos:R:3:forces:R:3
V 1.246 -1.179 0.331 -2.1238 -0.0391 -0.1883
Si -1.054 0.728 -0.331 -2.7245 1.9069 1.2496
N 0.634 -3.821 3.335 0.2276 0.6008 -0.2616
N 1.991 -0.562 2.139 -0.1626 -0.2407 1.7169
N 2.385 -1.281 4.190 -0.2013 0.0065 -0.3566
N 0.427 -2.753 1.411 0.2396 -0.3157 1.7148
C 1.342 2.366 -1.047 -0.1529 0.0147 -0.7113
C 3.127 -0.111 4.017 -0.2964 -0.5623 -0.1564
C 3.145 -0.840 -0.597 0.1749 -0.5386 -1.3972
C 3.161 -2.169 -0.091 0.0415 -0.1886 -0.4863
C -0.029 -4.682 2.460 0.2214 0.6662 0.0551
C -0.071 4.347 -2.401 0.2321 -0.1392 0.2421
C -2.765 1.347 -0.996 0.3968 0.0760 0.6071
C 1.464 -2.046 -1.664 1.1278 -0.3817 -0.2821
C -4.929 2.354 -0.553 0.1577 -0.0767 -0.0939
C 1.696 -1.525 3.038 1.5752 1.9110 0.3862
C -4.442 1.433 -2.746 0.2547 0.0145 0.0906
C 2.888 0.326 2.744 -1.0149 -1.0540 0.0474
C -1.942 -1.015 -0.097 1.0200 -1.1034 -0.7623
C -0.068 2.289 -1.046 0.7460 0.1895 0.2732
C -0.740 3.371 -1.648 0.0045 -0.1051 -0.3981
C -0.159 -4.009 1.279 0.4660 0.7063 0.5384
C 0.902 -2.660 2.665 -1.0749 -1.7170 -0.7797
C -3.654 1.962 -0.101 -0.5599 -0.0267 -0.6108
C 1.309 4.244 -2.597 -0.2864 -0.3145 0.0361
C -5.319 2.102 -1.878 0.2691 0.0048 0.1434
C 2.121 -2.910 -0.733 0.6882 0.2757 -1.1927
C 2.127 -0.784 -1.600 0.6415 -0.2616 -0.5143
C 2.013 3.232 -1.934 -0.1957 0.1468 0.5498
C -3.158 1.068 -2.307 -0.8720 0.4018 0.2064
H -5.616 2.862 0.132 0.2339 -0.2128 -0.2909
H 0.886 -3.992 4.307 -0.2622 -0.1901 -0.5365
H 3.239 1.209 2.231 -0.0107 -0.1609 0.0946
H -1.261 -1.855 -0.314 -0.4285 -0.3954 0.0903
H -3.368 2.115 0.948 -0.1145 0.0715 -0.5133
H -2.473 0.553 -2.983 -0.1795 0.1334 0.0217
H -6.299 2.442 -2.237 0.4440 -0.2538 0.1943
H -2.313 -1.100 0.936 0.2426 0.1396 -0.3809
H -0.633 5.164 -2.866 0.2051 -0.3559 0.2396
H -0.328 -5.676 2.747 -0.0426 0.1041 0.0599
H 1.822 4.953 -3.251 -0.1012 -0.3113 0.1798
H 3.764 0.283 4.794 -0.1528 -0.0613 -0.0515
H 0.683 -2.315 -2.372 0.0909 0.0949 0.3578
H 1.926 0.071 -2.228 -0.1353 -0.0041 0.1319
H 1.957 -3.982 -0.651 -0.1761 0.4150 0.3046
H -0.617 -4.308 0.349 0.0072 -0.0460 0.1530
H 3.881 -0.069 -0.406 -0.2702 -0.0117 0.2085
H 0.367 0.040 -0.559 1.1523 -0.3302 0.4575
H -4.743 1.197 -3.770 0.0309 0.1672 0.3550
H -1.185 0.805 1.175 0.7870 0.8185 -0.0957
H -2.787 -1.063 -0.790 0.2769 -0.2430 0.0953
H 3.083 3.116 -2.112 -0.1556 0.2178 0.3189
H -1.822 3.446 -1.562 0.2168 -0.1048 -0.1303
H 1.927 1.728 -0.360 -0.2407 -0.0069 -0.7027
H 2.349 -1.876 5.016 0.1898 0.5483 -0.2997
H 3.917 -2.568 0.583 -0.4272 0.1210 0.0735
```
Positions in Å, forces in eV/Å.

Atomic charges from the Mulliken analysis, expressed in e, are listed below: -0.464, 1.176, -0.114, 0.553, -0.115, 0.403, -0.447, -0.746, -0.436, -0.448, -0.715, -0.639, -0.650, -0.424, -0.575, -0.061, -0.712, -0.379, -1.296, 0.319, -0.516, -0.447, 0.091, -0.059, -0.554, -0.452, -0.262, -0.752, -0.459, 0.246, 0.382, 0.207, 0.480, 0.135, 0.338, 0.352, 0.358, 0.266, 0.390, 0.431, 0.376, 0.415, 0.489, 0.629, 0.604, 0.521, 0.629, 0.512, 0.374, -0.414, 0.580, 0.374, 0.371, 0.437, 0.204, 0.493

=====

[3]
# C3H12N4

The ion C3H12N4 with charge +2 in a non-equilibrium geometry (ωB97M-V with the def2-TZVPD basis set, OMol25).

The value obtained for the LUMO energy (alpha / beta) is -10.924 / -10.524 eV. The calculation puts the orbital gap (alpha / beta) at 8.1 / 8.5 eV. As for the SMILES: C/[NH+]=[N+](/C)CNN. For the HOMO energy (alpha / beta), the calculation gives -18.993 / -19.024 eV. Its spin multiplicity is 1. Its net charge is +2.

```
19
Properties=species:S:1:pos:R:3:forces:R:3
N -1.402 1.075 -0.351 -1.1662 0.2105 -3.3109
N 0.279 -0.464 0.355 6.1493 -1.8794 -3.2205
N -2.571 0.428 -0.411 0.1627 0.2683 -0.1818
N 1.627 -0.389 -0.381 -3.6103 2.0979 2.4335
C -0.485 0.687 0.654 4.0232 4.2862 -0.5563
C -0.422 -1.644 0.089 -3.1217 -2.9847 -0.5278
C 2.537 0.626 0.131 0.2755 -1.0047 -1.4877
H -2.947 0.007 0.458 0.2196 0.4656 -0.7102
H -1.047 -2.002 1.019 1.5238 0.6564 -1.4111
H -1.022 1.504 -1.296 -1.2053 -1.0979 2.3766
H 3.503 0.366 -0.312 0.0559 0.2257 0.5618
H 2.099 -1.081 -0.996 -1.5706 -0.4859 0.6484
H 2.325 1.644 -0.091 -0.5089 0.8843 -0.8731
H 0.280 1.650 0.672 -1.9982 -2.5053 0.7109
H 0.153 -2.549 -0.333 -0.5781 1.7169 0.8869
H -3.142 0.452 -1.272 0.3318 0.2037 0.6118
H -1.239 -1.375 -0.660 0.9399 -0.8586 0.5439
H -0.981 0.498 1.560 -0.6107 0.0984 1.4314
H 2.455 0.566 1.166 0.6883 -0.2972 2.0743
```
Positions in Å, forces in eV/Å.

Atomic charges from the Mulliken analysis, expressed in e, are listed below: 0.182, 0.300, -0.335, -0.110, -0.724, -0.799, -0.880, 0.313, 0.330, 0.359, 0.346, 0.374, 0.351, 0.336, 0.353, 0.295, 0.385, 0.477, 0.448

=====

[4]
# C7H10

The molecule C7H10 (ωB97M-V with the def2-TZVPD basis set, OMol25).

The value obtained for the LUMO energy is 1.119 eV. The calculation puts the orbital gap at 10.4 eV. As for the SMILES: C#C[C@@H]1[C@H](C)[C@@H]1C. For the HOMO energy, the calculation gives -9.280 eV. Its spin multiplicity is 1. Its net charge is 0.

```
17
Properties=species:S:1:pos:R:3:forces:R:3
C -1.225 -1.398 0.089 -0.0038 0.0088 0.0440
C -0.357 1.616 0.224 0.0207 0.0002 0.0350
C 1.770 -0.013 1.736 0.1682 -0.5835 -0.3272
C -0.385 -0.748 -0.979 -0.0952 -0.0472 -0.0852
C -0.018 0.705 -0.942 0.1323 0.1412 -0.0588
C 1.588 -0.367 0.595 -0.0509 0.2932 0.5628
C 1.063 -0.388 -0.743 0.1903 0.1466 0.0367
H 0.479 1.608 0.936 -0.3237 0.2642 -0.1561
H 1.770 -0.564 -1.551 -0.1693 0.0618 0.1670
H 1.898 0.263 2.757 0.1498 -0.1295 -0.0720
H -1.107 -2.485 0.050 -0.0271 0.1136 0.0276
H -2.285 -1.165 -0.060 0.1045 -0.0244 0.0303
H -0.513 2.647 -0.102 -0.0730 -0.1740 -0.0722
H -0.562 -1.138 -1.979 0.0113 0.0155 0.1072
H -1.242 1.289 0.784 0.0907 0.0585 -0.2038
H 0.060 1.205 -1.904 -0.0928 -0.1179 0.0887
H -0.936 -1.066 1.090 -0.0320 -0.0269 -0.1239
```
Positions in Å, forces in eV/Å.

Atomic charges from the Mulliken analysis, expressed in e, are listed below: -1.509, -1.227, -0.062, 0.179, -0.011, -0.440, -0.372, 0.206, 0.415, 0.375, 0.376, 0.342, 0.361, 0.393, 0.268, 0.383, 0.322

=====

Respective energy relative to the best compared isomer or geometry (same formula, charge and spin) values: 0.0 19.8 165.6 61.7 kcal per mole.